79
Properties=species:S:1:pos:R:3:forces:R:3:lowdin_charge:R:1 method="wB97M-V/def2-TZVPD" homo_ev=-4.73 molar_mass_g_mol=603.12 e_tot_ha=-3281.8201 homo_lumo_gap_ev=5.0
K -0.2857 0.1568 0.1392 -0.85 -0.03 -1.36 0.8007
C 5.0693 -1.1847 0.0627 0.00 -0.06 -0.01 -0.0480
C 5.5246 0.1500 0.6130 0.01 0.13 -0.02 -0.4164
C 6.3074 0.0278 1.9054 0.05 -0.02 0.00 -0.0412
O 4.4426 1.1017 0.8096 -0.05 -0.09 0.10 -0.1791
P 2.9102 0.7970 1.0714 0.04 -0.10 0.05 0.4337
O 2.2306 -0.0457 0.0737 0.57 0.01 -0.10 -0.3378
C 2.7789 0.0158 2.7097 0.02 -0.02 0.03 -0.1818
P 1.0733 -0.5741 2.8844 0.13 -0.04 0.17 0.4237
O 0.1686 0.4911 2.4294 0.15 0.13 0.96 -0.3766
O 0.8737 -1.0489 4.3762 0.06 0.06 0.04 -0.1813
C -0.1157 -0.3701 5.2339 0.00 -0.02 -0.06 -0.4228
C -0.8195 -1.4416 6.0311 -0.01 0.00 -0.02 -0.0433
C 0.6177 0.6398 6.0856 -0.03 0.05 0.01 -0.0276
O 0.9741 -1.8647 1.9884 -0.05 0.04 0.07 -0.2011
C 1.2222 -3.2647 2.2884 0.04 0.03 -0.04 -0.3995
C 0.0305 -3.8731 2.9927 -0.01 -0.03 -0.01 -0.0413
C 2.5241 -3.4514 3.0408 0.03 -0.06 0.03 -0.0426
O 2.2680 2.2137 1.1265 0.06 0.06 -0.08 -0.1649
C 2.4699 3.4376 1.8795 -0.03 -0.01 -0.01 -0.3983
C 1.6592 3.3851 3.1572 0.01 0.06 0.02 -0.0343
C 3.9354 3.7419 2.1084 -0.01 0.03 0.01 -0.0425
H 5.9544 -1.7807 -0.1653 -0.02 0.00 0.00 0.0918
H 4.4764 -1.0627 -0.8400 0.00 0.01 -0.03 0.0849
H 4.4657 -1.7391 0.7841 0.00 0.01 0.01 0.0645
H 6.1478 0.6461 -0.1335 0.00 -0.04 0.02 0.1442
H 5.7368 -0.4945 2.6749 -0.04 0.00 -0.01 0.0730
H 6.5820 1.0120 2.2832 0.00 0.01 0.00 0.0839
H 7.2214 -0.5405 1.7271 0.00 0.01 0.00 0.0876
H 3.0054 0.7254 3.5074 0.00 -0.01 -0.01 0.0759
H 3.4852 -0.8121 2.7722 0.00 0.01 0.01 0.0509
H -0.8179 0.1293 4.5655 0.02 0.00 0.05 0.0969
H -0.1073 -2.0104 6.6317 0.01 0.00 0.00 0.0889
H -1.3604 -2.1147 5.3680 -0.01 -0.01 0.00 0.0600
H -1.5447 -0.9797 6.7025 0.01 0.02 0.00 0.0906
H 1.3677 0.1505 6.7088 0.01 -0.02 0.00 0.0892
H -0.0906 1.1560 6.7349 0.00 0.00 0.00 0.0918
H 1.1035 1.3916 5.4626 0.01 -0.01 0.00 0.0617
H 1.3202 -3.7013 1.2930 -0.01 -0.01 0.03 0.1480
H -0.0850 -3.4588 3.9929 0.01 0.01 0.01 0.0670
H 0.1759 -4.9514 3.0783 0.00 0.00 -0.01 0.0904
H -0.8805 -3.6890 2.4266 -0.02 0.01 0.01 0.0606
H 2.4875 -2.9762 4.0229 -0.01 0.00 -0.03 0.0834
H 3.3665 -3.0549 2.4729 0.01 0.00 0.00 0.0645
H 2.6983 -4.5176 3.1899 0.01 0.00 0.00 0.0912
H 2.0393 4.1897 1.2156 0.03 -0.02 0.02 0.1311
H 2.1344 2.7435 3.9021 0.01 -0.02 0.00 0.0609
H 0.6548 3.0130 2.9635 -0.02 -0.01 0.00 0.0797
H 1.5948 4.3878 3.5827 -0.01 0.01 0.00 0.0933
H 4.3927 3.0203 2.7887 -0.01 -0.01 -0.01 0.0780
H 4.0183 4.7311 2.5604 0.00 0.01 0.00 0.0906
H 4.4906 3.7365 1.1726 0.01 0.00 0.00 0.0848
Cl -2.5843 -1.4104 2.5953 -0.01 0.00 -0.02 0.6897
C -3.0796 0.2727 2.3982 -0.01 -0.11 0.01 -0.6021
C -3.2047 1.0264 3.5429 0.00 0.06 0.05 -0.1687
C -3.5667 2.3664 3.4798 0.00 0.01 0.03 -0.1430
C -3.8274 2.8975 2.2111 0.00 0.04 0.01 -0.1437
C -3.7205 2.1350 1.0747 -0.02 0.01 -0.05 -0.1051
C -3.3276 0.7515 1.0769 0.02 0.04 0.02 -0.4279
C -3.1740 0.0144 -0.0938 -0.24 -0.08 -0.03 -0.1648
H -3.0324 0.5487 4.5010 0.00 0.01 0.01 0.0869
H -3.6783 2.9561 4.3793 0.00 0.00 0.00 0.0759
H -4.1419 3.9324 2.1161 0.00 0.00 0.01 0.0917
H -3.9516 2.5788 0.1117 0.00 0.00 0.00 0.1042
H -3.5599 0.4487 -1.0097 0.04 0.00 -0.02 0.0217
H -3.1703 -1.0683 -0.0439 0.07 0.00 0.00 -0.0069
N 0.2392 6.9355 -0.2155 0.00 0.05 -0.01 0.1078
C 0.1029 5.5882 -0.4899 0.00 -0.06 0.00 -0.3384
C -0.6573 4.7530 0.3285 0.02 0.02 -0.01 -0.0162
C -0.7156 3.4033 0.0376 0.02 -0.02 0.06 -0.1490
N -0.0921 2.8278 -0.9921 0.03 -0.05 0.06 0.0265
C 0.6331 3.6329 -1.7653 0.05 0.01 -0.03 -0.1465
C 0.7699 4.9937 -1.5637 -0.02 -0.01 0.02 -0.0294
H -0.4842 7.3461 0.3515 0.00 0.00 0.00 0.0925
H 0.5202 7.5194 -0.9858 0.00 0.00 0.01 0.0910
H -1.2028 5.1400 1.1805 0.00 0.01 0.00 0.1151
H -1.3077 2.7579 0.6772 -0.08 -0.01 0.01 0.0866
H 1.1409 3.1635 -2.6014 0.00 0.00 0.01 0.1095
H 1.3817 5.5841 -2.2342 0.00 0.01 0.00 0.1056



9
Properties=species:S:1:pos:R:3:forces:R:3:nbo_charge:R:1 method="wB97M-V/def2-TZVPD" homo_ev="-4.15 / -4.15" molar_mass_g_mol=182.02 e_tot_ha=-3238.1202 total_charge=-1 homo_lumo_gap_ev="7.7 / 7.7"
C 1.1052 -0.8187 -0.6408 1.45 -1.72 -2.19 -0.3557
C 0.1362 -0.0416 -0.2221 -1.86 0.53 -0.52 -0.2439
C 1.4984 0.1453 0.3236 -0.57 -0.12 -1.64 -0.2808
O -2.6848 0.3637 1.3968 0.36 0.50 -1.29 -0.9188
O -3.3897 -0.1877 -0.8605 0.77 0.39 0.01 -0.9238
S -2.5215 0.6494 -0.0366 -0.39 -0.95 1.36 1.6331
Br 2.6794 1.8140 0.0549 -0.17 -0.26 -0.13 -0.2629
H 1.5006 -1.7047 -1.2620 -0.88 1.67 1.08 0.1960
H 1.6762 -0.2196 1.2468 1.29 -0.05 3.31 0.1570



82
Properties=species:S:1:pos:R:3:forces:R:3:lowdin_charge:R:1 method="wB97M-V/def2-TZVPD" homo_ev=-4.36 molar_mass_g_mol=506.56 e_tot_ha=-2299.2087 total_charge=-1 homo_lumo_gap_ev=6.4
C -0.2901 -3.6273 1.6811 0.35 0.28 -0.13 -0.0412
C -0.2222 -2.8275 0.4040 -0.30 0.13 -0.18 -0.2227
C 1.0299 -2.4593 -0.0871 0.08 0.16 -0.10 -0.0863
C 1.1715 -1.7309 -1.2644 -0.15 0.03 -0.02 -0.1163
C 0.0306 -1.3666 -1.9730 0.15 0.00 0.19 -0.0972
C -1.2196 -1.7231 -1.4917 0.03 -0.04 0.15 -0.0779
C -1.3856 -2.4493 -0.3050 0.25 -0.02 -0.01 -0.2445
C -2.7637 -2.7552 0.2302 0.05 0.00 -0.14 -0.2425
Al -4.3629 -2.6800 -0.9605 0.15 0.12 -0.17 0.1509
P -5.1050 -4.9354 -1.2853 0.78 -0.15 -0.10 0.4692
N -3.8535 -5.7933 -1.8264 -0.13 0.24 -0.03 -0.4442
P -5.9869 -1.3312 0.1972 0.19 -0.04 0.50 0.4734
O -5.9362 -1.3694 1.7097 -0.05 -0.06 -0.04 -0.6237
H 0.0143 -4.6563 1.4924 -0.18 -0.06 0.04 0.0661
H -1.2812 -3.5973 2.1224 0.01 -0.07 0.05 0.0641
H 0.4280 -3.2306 2.4054 -0.06 0.02 0.03 0.0773
H 1.9171 -2.7394 0.4777 -0.03 -0.05 -0.05 0.1074
H 2.1513 -1.4376 -1.6242 0.01 -0.06 0.06 0.0964
H 0.1093 -0.7930 -2.8907 0.03 -0.05 0.02 0.0947
H -2.0986 -1.4188 -2.0455 -0.02 -0.07 0.03 0.0544
H -2.9651 -2.0535 1.0493 -0.09 -0.06 0.10 0.0554
H -2.7608 -3.7514 0.6802 -0.04 0.00 0.05 0.0456
H -4.2016 -2.0541 -2.4296 -0.13 -0.05 -0.04 -0.0883
H -5.6490 -5.5183 -0.1015 -0.37 0.02 -0.11 -0.0904
H -6.2250 -4.9953 -2.1527 -0.26 0.01 0.20 -0.0859
H -4.0500 -6.2426 -2.7121 0.02 -0.18 0.07 -0.1008
H -7.3128 -1.5355 -0.2911 -0.01 0.08 -0.13 -0.0807
H -5.8209 0.0019 -0.2750 -0.13 0.03 -0.18 -0.0708
C 3.3978 -0.2020 2.9448 0.01 -0.03 -0.08 -0.0832
C 2.5719 0.8603 2.2426 -0.06 -0.07 -0.09 -0.3274
O 2.3997 0.5905 0.8597 0.03 -0.03 0.03 -0.0883
H 4.3740 -0.2964 2.4677 0.01 0.01 0.01 0.0743
H 3.5437 0.0444 3.9980 -0.02 0.01 0.00 0.0721
H 2.9003 -1.1728 2.8882 -0.02 0.00 0.03 0.0670
H 3.0783 1.8248 2.2830 0.00 0.02 0.07 0.0923
H 1.5961 0.9701 2.7304 0.04 0.04 0.03 0.1002
H 1.9274 -0.2477 0.7604 -0.06 0.05 -0.10 0.0452
C 2.8077 4.8369 1.0902 0.04 0.14 0.13 -0.0935
C 1.9644 4.6569 2.3357 -0.11 0.00 -0.04 -0.3194
O 1.9084 5.8276 3.1502 0.07 -0.01 -0.06 -0.0823
H 3.8273 5.1222 1.3571 0.01 -0.04 0.01 0.0811
H 2.8380 3.9130 0.5104 -0.04 -0.02 0.01 0.0696
H 2.4017 5.6225 0.4510 -0.01 -0.05 -0.07 0.0670
H 2.3827 3.8787 2.9718 -0.03 0.00 0.06 0.0952
H 0.9507 4.3513 2.0548 0.01 -0.08 0.04 0.1062
H 1.5276 6.5331 2.6186 0.01 0.02 0.01 0.0763
C -1.1285 1.8431 1.5969 -0.03 0.07 -0.11 -0.0936
C -1.9907 0.7151 1.0565 0.01 0.01 -0.01 -0.3082
O -2.4098 0.9460 -0.2838 0.01 0.20 0.07 -0.0818
H -1.6673 2.7911 1.5512 -0.01 0.00 0.03 0.0721
H -0.8442 1.6531 2.6341 -0.01 -0.01 0.01 0.0695
H -0.2122 1.9433 1.0068 0.01 -0.04 0.03 0.0620
H -2.9093 0.6136 1.6349 0.01 -0.02 0.01 0.1190
H -1.4465 -0.2323 1.1196 0.00 -0.04 0.02 0.0960
H -1.6202 0.9937 -0.8337 -0.01 -0.15 -0.01 0.0700
C -1.5418 -8.0853 3.3937 0.00 0.05 0.04 -0.0957
C -1.2223 -6.9105 2.4879 0.10 -0.20 -0.11 -0.3176
O 0.1802 -6.8376 2.2123 -0.11 -0.08 0.12 -0.0990
H -0.9927 -8.0010 4.3324 -0.01 0.01 0.01 0.0718
H -2.6093 -8.1285 3.6142 -0.01 0.00 -0.01 0.0730
H -1.2557 -9.0278 2.9198 -0.04 0.00 -0.02 0.0686
H -1.4913 -5.9697 2.9633 0.05 0.03 0.01 0.1030
H -1.7793 -6.9814 1.5488 -0.06 0.05 0.03 0.1180
H 0.4202 -7.6564 1.7681 0.06 0.04 -0.06 0.0792
C 5.3753 5.2556 -2.9247 -0.01 0.03 0.03 -0.0887
C 4.1480 4.7625 -2.1797 -0.09 0.10 -0.15 -0.3233
O 3.1718 5.7885 -2.0333 0.13 0.00 -0.07 -0.0985
H 5.8209 6.1000 -2.3979 0.02 -0.01 0.01 0.0744
H 6.1234 4.4665 -3.0176 -0.01 -0.01 0.00 0.0723
H 5.1056 5.5903 -3.9292 0.00 -0.02 -0.01 0.0700
H 4.4108 4.4435 -1.1732 -0.01 -0.01 0.02 0.0939
H 3.7067 3.9041 -2.6995 0.04 -0.05 0.04 0.1097
H 2.9181 6.0572 -2.9248 -0.18 -0.03 -0.04 0.0596
C 0.1381 4.1039 -3.5441 0.10 0.03 0.03 -0.0835
C 0.2780 5.1989 -4.5836 0.00 -0.09 0.07 -0.3115
O 1.6421 5.4287 -4.9458 0.09 0.04 0.05 -0.0955
H 0.7142 4.3534 -2.6520 -0.01 0.01 0.01 0.0676
H -0.9054 3.9649 -3.2599 -0.01 0.00 -0.01 0.0777
H 0.5098 3.1521 -3.9314 -0.03 -0.01 -0.01 0.0751
H -0.0798 6.1499 -4.1915 -0.01 0.01 -0.01 0.1112
H -0.3084 4.9603 -5.4765 -0.01 0.04 0.00 0.1072
H 1.9922 4.6080 -5.3066 0.01 0.00 0.01 0.0818



105
Properties=species:S:1:pos:R:3:forces:R:3:lowdin_charge:R:1 method="wB97M-V/def2-TZVPD" homo_ev=-7.18 smiles="CC(C)[C@H](C)COc1ccc2c(c1)Nc1cc(P(C)C)cc(P(N)O)c1S2.CC(C)=O.CC(C)=O.CC(C)=O.CC(C)=O.CC(C)=O" molar_mass_g_mol=712.87 e_tot_ha=-3085.5224 homo_lumo_gap_ev=7.8
C -2.8389 0.2782 -4.7297 -0.16 0.85 -0.05 -0.0546
C -4.0619 1.0631 -5.3202 0.41 -0.42 -0.12 -0.3588
C -3.7416 2.5595 -5.6034 -0.29 -0.25 -0.71 -0.0691
C -5.3693 0.8308 -4.5279 -0.22 0.62 -0.40 -0.3136
C -6.5691 1.5010 -5.2627 0.48 -1.01 0.14 -0.0657
C -5.3112 1.1651 -3.0189 0.13 -0.81 -0.41 -0.1566
O -4.5480 2.3412 -2.6896 -0.33 -0.72 0.35 -0.0810
C -3.8422 2.0882 -1.5085 0.30 0.56 -0.81 -0.2736
C -4.4670 2.1242 -0.2809 -1.12 0.16 0.79 -0.0098
C -3.7636 1.8289 0.8801 0.27 -0.08 -0.42 -0.0662
C -2.4197 1.5161 0.7578 0.86 -0.45 0.94 -0.4517
C -1.7861 1.5013 -0.4649 0.21 0.27 -0.75 -0.2664
C -2.4948 1.8002 -1.6252 0.34 -0.07 0.43 0.0656
N -0.3994 1.1748 -0.5753 -0.46 -1.78 0.25 0.1025
C -0.0880 -0.0846 0.0838 0.67 -0.38 -0.09 -0.2198
C 0.6007 -1.1455 -0.5606 -0.64 1.46 0.06 -0.0310
C 0.8592 -2.3217 0.1195 0.30 -0.47 -1.25 -0.4011
P 1.7224 -3.7043 -0.7580 0.67 -0.26 0.26 0.9039
C 0.5203 -5.1303 -0.5839 0.02 0.35 -0.87 -0.2979
C 1.5160 -3.2576 -2.5607 -1.43 0.15 0.52 -0.3175
C 0.4813 -2.4630 1.4363 -0.10 -0.58 1.00 -0.1746
C -0.1987 -1.4611 2.1140 -0.99 -0.06 -0.39 -0.3618
P -0.6926 -1.7875 3.8747 0.82 0.22 1.38 0.8462
N -1.1304 -3.4854 3.7807 -0.57 0.76 -1.13 -0.1852
O -2.1266 -1.0229 4.2234 0.11 -0.69 -0.82 -0.3773
C -0.4726 -0.2851 1.4083 -0.65 1.01 0.14 -0.4339
S -1.3821 1.0797 2.1478 -0.13 0.08 -0.01 1.0105
H -2.0249 1.0069 -4.6197 0.02 -0.42 0.13 0.0518
H -2.4806 -0.5035 -5.4095 -0.20 0.06 0.21 0.0726
H -3.0431 -0.1463 -3.7399 0.08 -0.03 -0.25 0.0674
H -4.2241 0.6053 -6.3111 -0.18 0.15 0.29 0.1228
H -4.2283 3.2553 -4.9138 0.41 -0.19 0.08 0.0688
H -4.1079 2.8154 -6.6123 0.03 -0.01 0.31 0.0730
H -2.6557 2.7160 -5.6568 -0.30 0.11 0.31 0.0716
H -5.5718 -0.2535 -4.5889 0.07 0.26 0.28 0.1411
H -7.4553 1.4026 -4.6216 0.09 0.35 -0.27 0.0667
H -6.3641 2.5301 -5.5729 -0.23 -0.13 0.25 0.0721
H -6.7553 0.8852 -6.1569 -0.06 0.43 0.07 0.0805
H -6.3453 1.1964 -2.6313 0.32 0.35 0.04 0.1205
H -4.8353 0.3103 -2.5133 -0.10 0.23 -0.09 0.1247
H -5.5313 2.3800 -0.2038 0.76 -0.17 -0.25 0.0913
H -4.2427 1.8289 1.8563 0.06 0.02 -0.21 0.1125
H -1.9434 1.7880 -2.5626 -0.46 0.07 -0.01 0.1169
H -0.2391 1.0106 -1.5645 0.53 0.33 -0.02 0.0844
H 0.9061 -0.9978 -1.5954 -0.11 -0.06 0.22 0.0733
H 0.8822 -5.8890 0.1147 -0.19 0.36 0.11 0.0246
H -0.4966 -4.7775 -0.3719 0.23 -0.23 0.18 0.0367
H 0.4975 -5.6103 -1.5769 -0.03 0.07 0.31 0.0241
H 0.4679 -2.9236 -2.6800 0.34 0.01 -0.19 0.0416
H 2.1613 -2.4261 -2.8593 0.09 -0.37 0.02 0.0186
H 1.6123 -4.1415 -3.2017 0.43 0.22 0.23 0.0315
H 0.7036 -3.3716 1.9996 0.13 0.12 -0.37 0.0935
H -1.2910 -3.7007 2.7917 0.10 -0.25 0.19 0.0134
H -2.0596 -3.5769 4.1947 0.30 -0.09 0.34 0.0237
H -2.8103 -1.1865 3.5545 0.00 0.25 0.08 0.0410
C -7.5327 4.0179 -2.8496 0.30 -0.04 0.13 -0.0117
C -8.0375 3.5335 -1.5149 0.08 0.00 0.06 -0.4760
C -9.5219 3.6262 -1.2633 0.07 -0.14 0.29 -0.0185
O -7.2832 3.0888 -0.6774 -0.52 0.15 -0.12 0.0538
H -6.4515 3.8930 -2.8941 -0.02 -0.03 0.02 0.0749
H -7.9878 3.4371 -3.6534 -0.12 0.18 -0.02 0.0721
H -7.7719 5.0755 -2.9758 -0.15 -0.05 -0.10 0.0914
H -10.0626 3.0278 -1.9985 -0.05 0.16 -0.09 0.0857
H -9.8454 4.6665 -1.3225 -0.07 -0.04 -0.17 0.0859
H -9.7445 3.2453 -0.2681 0.02 0.01 -0.02 0.0820
C 3.6910 -0.4898 4.2177 -0.31 -0.19 -0.07 -0.0216
C 3.6232 -1.6687 3.2834 -0.16 0.02 -0.02 -0.4850
C 4.7305 -1.8070 2.2691 -0.21 -0.33 -0.06 -0.0177
O 2.7177 -2.4716 3.3437 0.09 -0.09 0.02 0.0339
H 2.8348 -0.5141 4.8908 0.01 -0.02 -0.03 0.0800
H 4.6024 -0.5355 4.8085 0.07 0.15 -0.12 0.0554
H 3.6631 0.4398 3.6456 0.18 0.02 0.03 0.0913
H 5.6902 -1.9083 2.7763 0.06 0.24 -0.09 0.0662
H 4.7484 -0.9339 1.6153 0.19 0.07 0.11 0.0888
H 4.5569 -2.6957 1.6632 -0.04 0.03 0.01 0.0753
C 9.3822 -0.7393 4.0419 -0.20 0.19 -0.08 -0.0229
C 8.9537 -1.4683 2.7917 -0.08 0.06 -0.06 -0.5047
C 9.6714 -2.7555 2.4648 -0.18 0.00 -0.22 -0.0248
O 8.0730 -1.0397 2.0827 0.05 -0.02 0.02 0.0604
H 8.7859 0.1643 4.1546 -0.01 -0.03 -0.02 0.0821
H 9.2270 -1.3742 4.9158 0.18 -0.02 0.01 0.0849
H 10.4348 -0.4602 3.9689 0.04 -0.14 0.12 0.0836
H 9.5289 -3.4772 3.2708 0.17 0.03 0.05 0.0846
H 10.7364 -2.5635 2.3238 0.03 -0.08 0.17 0.0836
H 9.2646 -3.1714 1.5449 -0.01 0.03 0.02 0.0813
C 3.5455 1.0018 -3.6608 -0.16 0.03 0.29 -0.0151
C 2.1575 0.6886 -4.1575 -0.02 0.03 0.04 -0.4950
C 2.0083 0.3313 -5.6146 -0.32 -0.03 0.08 -0.0158
O 1.2005 0.7225 -3.4159 -0.09 -0.04 0.00 0.0495
H 3.5040 1.2403 -2.5994 -0.02 -0.01 -0.03 0.0862
H 4.1961 0.1369 -3.8021 0.08 0.09 -0.15 0.0876
H 3.9490 1.8606 -4.1994 0.11 -0.12 -0.10 0.0873
H 2.5920 -0.5626 -5.8406 0.13 0.11 -0.08 0.0872
H 2.3451 1.1610 -6.2381 0.16 -0.10 -0.03 0.0876
H 0.9603 0.1312 -5.8320 0.02 0.01 0.03 0.0774
C 4.5160 -0.8345 8.8452 0.07 -0.15 -0.24 -0.0200
C 4.8089 0.3438 7.9500 0.02 -0.03 -0.10 -0.4908
C 4.6594 1.7196 8.5509 0.07 0.09 -0.27 -0.0216
O 5.1485 0.1922 6.7987 0.13 0.07 0.24 0.0527
H 4.6620 -1.7571 8.2865 -0.01 0.04 -0.01 0.0829
H 5.1930 -0.8299 9.7012 -0.14 0.07 0.11 0.0841
H 3.4819 -0.7925 9.1905 0.06 0.05 0.16 0.0871
H 5.3425 1.8344 9.3942 -0.15 -0.02 0.12 0.0841
H 3.6314 1.8713 8.8837 0.06 -0.02 0.17 0.0864
H 4.8994 2.4695 7.7995 -0.01 -0.04 0.00 0.0819